{"formula": "C3H6O2", "method": "wB97M-V/def2-TZVPD", "symbols": ["C", "C", "C", "H", "H", "H", "H", "H", "H", "O", "O"], "positions_angstrom": [[-1.537, -0.668, 0.244], [0.114, 1.031, 0.108], [1.340, 0.165, 0.129], [-2.479, -0.879, -0.277], [-1.674, -0.387, 1.320], [-0.839, -1.569, 0.154], [0.302, 2.006, -0.406], [-0.125, 1.297, 1.163], [2.269, 0.744, 0.497], [-0.983, 0.453, -0.491], [1.363, -1.000, -0.176]], "atomic_forces_ev_per_a": [[1.01, -0.34, -0.45], [-0.32, 0.75, 0.20], [1.02, 0.39, 0.24], [0.19, -0.01, 0.51], [-0.08, -0.26, -0.79], [-1.05, 1.22, 0.26], [0.16, -0.76, 0.29], [0.32, -0.04, -0.16], [-0.75, -0.82, -0.34], [-0.78, -0.82, 0.11], [0.28, 0.68, 0.14]], "smiles": "COCC=O", "total_charge": 0, "gap_ev": 10.53, "lumo_ev": 0.97}

***

{"formula": "C4H15N3O", "method": "wB97M-V/def2-TZVPD", "symbols": ["C", "C", "C", "C", "N", "N", "N", "H", "H", "H", "H", "H", "H", "H", "H", "H", "H", "H", "H", "H", "H", "H", "O"], "positions_angstrom": [[-1.029, -1.072, -1.189], [-0.695, 0.073, -0.142], [0.788, 0.171, 0.113], [1.686, -0.281, -0.845], [3.048, -0.286, -0.832], [1.390, 1.185, 1.135], [-2.232, -1.859, -0.488], [-1.270, -0.659, -2.169], [-0.143, -1.742, -1.464], [-1.013, 1.165, -0.224], [-1.229, -0.154, 0.746], [1.376, -0.988, -1.823], [3.551, -0.401, -1.764], [3.681, 0.286, -0.052], [0.616, 1.847, 1.227], [2.132, 1.666, 0.599], [1.618, 0.796, 2.005], [-2.280, -1.711, 0.491], [-3.169, -1.557, -0.758], [-2.227, -2.819, -0.854], [-1.340, 1.932, 2.912], [-2.021, 2.464, 1.598], [-1.241, 1.945, 1.777]], "atomic_forces_ev_per_a": [[0.28, 0.96, 0.96], [0.79, 1.01, -0.21], [2.54, -0.85, -1.80], [-0.46, -1.86, -0.94], [2.75, 2.28, 1.12], [-1.99, -0.23, -4.27], [0.46, 0.18, -3.64], [-0.96, -0.13, 0.23], [-1.79, 0.34, 1.39], [-0.32, -1.61, -1.35], [-0.22, -0.49, 1.11], [0.49, 2.41, 2.87], [-0.92, 0.22, 1.94], [-2.29, -2.12, -2.90], [-0.21, 0.49, 0.71], [0.05, -0.21, 0.97], [0.84, -0.63, 1.55], [0.77, -0.65, 1.46], [-0.01, 0.65, -0.68], [0.23, -0.19, 0.98], [0.62, 0.02, -4.81], [-0.51, 0.58, -0.48], [-0.14, -0.18, 5.78]], "total_charge": 2, "gap_ev": 9.40, "lumo_ev": -6.42}

***

{"formula": "C24H29ClN2O2", "method": "wB97M-V/def2-TZVPD", "symbols": ["C", "C", "C", "N", "C", "C", "C", "C", "C", "C", "H", "Cl", "H", "H", "H", "C", "N", "C", "C", "H", "H", "C", "C", "C", "H", "H", "H", "H", "C", "C", "H", "O", "C", "C", "C", "C", "C", "C", "H", "H", "H", "H", "H", "H", "H", "H", "C", "O", "H", "H", "H", "H", "H", "H", "H", "H", "H", "H"], "positions_angstrom": [[0.591, 0.874, 2.655], [0.631, 1.615, 1.363], [-0.338, 2.400, 0.794], [0.143, 2.931, -0.386], [1.413, 2.489, -0.602], [2.295, 2.736, -1.646], [3.538, 2.144, -1.590], [3.882, 1.323, -0.513], [3.020, 1.057, 0.527], [1.758, 1.649, 0.485], [3.309, 0.412, 1.340], [5.469, 0.629, -0.496], [4.257, 2.311, -2.376], [2.020, 3.375, -2.472], [-0.366, 3.566, -0.977], [-1.733, 2.733, 1.237], [-2.829, 1.925, 0.731], [-2.999, 1.872, -0.703], [-2.129, 0.822, -1.410], [-2.389, 0.802, -2.472], [-1.084, 1.117, -1.332], [-2.277, -0.588, -0.809], [-2.158, -0.495, 0.718], [-3.021, 0.618, 1.321], [-2.823, 0.688, 2.393], [-4.080, 0.368, 1.198], [-2.455, -1.442, 1.167], [-1.114, -0.312, 0.967], [-1.130, -1.458, -1.374], [-0.803, -2.742, -0.594], [-1.708, -3.188, -0.176], [0.023, -2.533, 0.532], [1.376, -2.454, 0.384], [2.059, -2.377, -0.825], [3.443, -2.329, -0.832], [4.162, -2.355, 0.348], [3.483, -2.417, 1.555], [2.105, -2.467, 1.575], [1.562, -2.536, 2.505], [4.031, -2.435, 2.485], [5.240, -2.321, 0.330], [3.962, -2.270, -1.778], [1.530, -2.359, -1.765], [-0.334, -3.473, -1.267], [-1.367, -1.726, -2.408], [-0.221, -0.851, -1.394], [-3.651, -1.156, -1.234], [-3.891, -2.495, -0.869], [-3.389, -3.072, -1.454], [-4.446, -0.587, -0.748], [-3.764, -1.035, -2.321], [-2.791, 2.862, -1.118], [-4.056, 1.654, -0.893], [-1.946, 3.768, 0.938], [-1.782, 2.687, 2.327], [-0.354, 1.030, 3.169], [0.727, -0.194, 2.487], [1.401, 1.213, 3.301]], "atomic_forces_ev_per_a": [[-0.01, 0.10, -0.16], [-0.28, 0.16, 0.03], [0.15, -0.08, 0.26], [-0.25, 0.28, -0.03], [0.40, -0.36, 0.17], [0.01, 0.01, -0.03], [-0.04, 0.03, -0.04], [-0.13, 0.01, 0.10], [0.00, 0.09, -0.12], [-0.10, 0.30, -0.47], [0.08, -0.10, 0.07], [0.36, -0.04, -0.02], [0.07, 0.01, -0.06], [0.01, 0.06, -0.10], [0.05, -0.05, 0.05], [-0.11, -0.05, -0.04], [-0.04, 0.14, 0.08], [0.04, -0.07, -0.19], [-0.17, -0.01, 0.18], [0.04, -0.01, -0.11], [0.02, -0.04, -0.06], [0.04, -0.13, -0.13], [-0.19, 0.17, -0.01], [0.05, -0.20, 0.01], [-0.08, -0.02, 0.03], [-0.01, -0.05, 0.11], [0.08, -0.11, 0.07], [0.04, -0.08, 0.06], [-0.15, -0.08, 0.40], [-0.18, -0.10, -0.45], [0.13, 0.02, -0.11], [0.28, 0.10, 0.27], [0.10, -0.04, 0.17], [-0.34, -0.03, -0.11], [0.11, -0.03, 0.06], [0.14, -0.05, -0.04], [0.00, -0.03, -0.01], [-0.22, 0.02, -0.05], [-0.07, -0.02, 0.10], [0.04, -0.01, 0.08], [0.07, 0.02, -0.01], [0.04, 0.02, -0.08], [-0.09, 0.02, -0.06], [-0.03, 0.03, 0.11], [0.06, 0.00, -0.11], [0.02, 0.01, -0.08], [0.20, 0.54, -0.06], [0.00, -0.47, 0.13], [-0.07, 0.02, 0.01], [0.00, 0.03, -0.12], [0.01, 0.06, 0.07], [-0.08, 0.03, -0.03], [0.00, 0.09, -0.09], [0.07, -0.01, 0.12], [0.04, 0.09, -0.05], [-0.07, -0.05, 0.12], [-0.04, -0.11, 0.06], [0.02, -0.02, 0.13]], "smiles": "Cc1c(CN2CCC(CO)(CCOc3ccccc3)CC2)[nH]c2ccc(Cl)cc12", "total_charge": 0, "gap_ev": 8.49, "lumo_ev": 0.63}

***

{"formula": "C8H12N3O", "method": "wB97M-V/def2-TZVPD", "symbols": ["C", "C", "C", "C", "C", "C", "C", "C", "N", "N", "N", "O", "H", "H", "H", "H", "H", "H", "H", "H", "H", "H", "H", "H"], "positions_angstrom": [[-0.927, 2.142, -2.654], [-0.255, 0.925, -2.923], [-1.235, 2.514, -1.348], [-0.153, -0.118, -2.006], [-1.041, 1.517, -0.381], [-0.547, 0.239, -0.733], [-0.778, 0.370, 1.453], [3.052, -0.400, 2.838], [-0.993, 1.624, 1.014], [-0.401, -0.468, 0.504], [-0.153, -3.200, 0.483], [2.272, -0.908, 2.057], [-1.185, 2.862, -3.441], [0.081, 0.651, -3.896], [-1.819, 3.453, -1.165], [0.214, -1.131, -2.238], [2.821, 0.381, 3.627], [4.073, -0.631, 2.904], [-1.517, 2.308, 1.524], [-0.167, -1.507, 0.667], [-0.243, -3.416, -0.510], [-0.726, 0.098, 2.421], [-0.993, -3.539, 0.920], [0.621, -3.766, 0.883]], "atomic_forces_ev_per_a": [[0.52, 0.30, 0.43], [-0.82, -0.84, -0.09], [-1.28, -0.17, -0.35], [-0.01, 0.60, -0.04], [1.36, 0.60, -0.95], [-0.04, -0.11, 1.98], [1.27, 0.41, -2.24], [-1.83, 0.64, 0.30], [-1.13, -1.85, -0.87], [-1.04, 1.42, -0.44], [0.82, -0.37, 0.26], [0.58, 0.71, 0.93], [0.42, -0.51, 0.15], [0.00, 0.39, -0.80], [0.97, -0.92, 0.04], [-0.05, 0.83, 0.01], [-0.65, -0.48, -0.77], [1.83, -0.87, -0.44], [0.03, 0.28, 0.36], [-0.01, 0.34, -0.46], [0.18, -0.12, 0.24], [-0.10, -0.67, 3.16], [-0.37, -0.20, 0.16], [-0.64, 0.60, -0.56]], "total_charge": 1, "gap_ev": 9.79, "lumo_ev": -2.95}

***

{"formula": "C3H7N2O2", "method": "wB97M-V/def2-TZVPD", "symbols": ["C", "C", "C", "N", "N", "O", "O", "H", "H", "H", "H", "H", "H", "H"], "positions_angstrom": [[0.820, -0.185, -0.772], [1.369, -0.347, 0.685], [-1.431, 0.666, -1.186], [-0.140, 0.806, -0.900], [-0.603, -0.076, 2.054], [-1.217, -0.583, 2.940], [0.531, -0.870, 1.640], [1.721, 0.202, -1.348], [0.423, -1.299, -1.161], [2.199, -1.068, 0.534], [1.689, 0.660, 1.029], [-1.775, 1.581, -1.845], [-1.765, -0.370, -1.514], [-1.822, 0.882, -0.156]], "atomic_forces_ev_per_a": [[-2.04, -2.90, -2.43], [0.95, 1.67, 0.80], [-1.69, -0.83, -1.98], [2.57, 0.77, 0.84], [-1.80, -0.67, 2.02], [2.52, 1.23, -2.95], [-0.85, -1.72, 0.59], [-0.82, -0.37, 0.63], [1.10, 2.83, 0.89], [-0.46, 0.55, 0.42], [0.30, -0.60, -0.42], [0.33, -1.53, 1.38], [0.16, 1.22, 0.26], [-0.28, 0.34, -0.03]], "total_charge": 1, "gap_ev": [6.84, 6.84], "lumo_ev": [-8.18, -8.18]}

***

{"formula": "C30H36AsN2O3ReS", "method": "wB97M-V/def2-TZVPD", "symbols": ["Re", "C", "C", "C", "C", "C", "C", "C", "H", "H", "H", "H", "H", "H", "H", "H", "C", "As", "C", "C", "S", "H", "H", "H", "H", "H", "H", "H", "H", "H", "O", "N", "C", "C", "C", "C", "C", "H", "H", "H", "H", "H", "C", "C", "C", "C", "C", "C", "N", "C", "C", "C", "C", "C", "C", "C", "O", "O", "C", "C", "H", "H", "H", "H", "H", "H", "H", "H", "H", "H", "H", "H", "H", "H"], "positions_angstrom": [[-1.503, 0.216, 1.846], [0.307, -2.628, 5.198], [-0.471, -1.464, 4.655], [-1.817, -1.544, 4.376], [-2.559, -0.436, 3.885], [-1.973, 0.862, 3.872], [-0.543, 0.898, 3.968], [0.155, -0.239, 4.378], [1.351, -2.578, 4.892], [-0.108, -3.574, 4.853], [0.282, -2.633, 6.288], [-2.337, -2.485, 4.521], [-3.637, -0.522, 3.824], [-2.566, 1.763, 3.947], [-0.027, 1.848, 3.918], [1.230, -0.163, 4.502], [0.052, 3.454, -0.495], [-1.790, 2.926, -0.557], [-1.996, 1.536, -1.860], [-2.851, 4.428, -1.086], [-2.474, 2.350, 1.421], [0.389, 3.707, -1.501], [0.640, 2.631, -0.096], [0.146, 4.320, 0.157], [-1.657, 1.915, -2.823], [-3.047, 1.260, -1.916], [-1.402, 0.673, -1.564], [-2.469, 4.817, -2.029], [-2.792, 5.195, -0.317], [-3.883, 4.106, -1.206], [-2.460, -0.731, 0.299], [-3.347, -1.694, 0.638], [-4.636, -1.352, 0.793], [-5.568, -2.323, 1.077], [-5.157, -3.646, 1.192], [-3.817, -3.962, 1.018], [-2.915, -2.959, 0.737], [-4.852, -0.300, 0.669], [-6.604, -2.041, 1.195], [-5.878, -4.423, 1.406], [-3.464, -4.980, 1.090], [-1.855, -3.098, 0.587], [2.976, 2.279, -5.679], [3.391, 1.975, -4.266], [4.610, 2.432, -3.784], [5.023, 2.156, -2.488], [4.204, 1.421, -1.654], [2.983, 0.953, -2.128], [2.142, 0.212, -1.238], [2.439, -0.999, -0.707], [3.560, -1.726, -1.163], [3.856, -2.960, -0.648], [3.066, -3.556, 0.353], [1.976, -2.878, 0.810], [1.636, -1.598, 0.303], [0.491, -0.963, 0.865], [-0.238, -1.486, 1.788], [0.072, 0.231, 0.519], [2.560, 1.211, -3.432], [1.251, 0.686, -3.956], [3.693, 2.940, -6.160], [1.996, 2.759, -5.717], [2.911, 1.368, -6.278], [5.250, 3.013, -4.437], [5.978, 2.519, -2.132], [4.499, 1.199, -0.636], [1.286, 0.640, -0.933], [4.181, -1.296, -1.936], [4.720, -3.489, -1.029], [3.322, -4.529, 0.745], [1.347, -3.301, 1.582], [0.812, -0.049, -3.284], [1.383, 0.212, -4.929], [0.531, 1.497, -4.106]], "atomic_forces_ev_per_a": [[0.12, -0.07, 0.34], [0.00, 0.00, 0.00], [-0.06, -0.04, -0.01], [0.05, -0.02, 0.02], [0.03, 0.01, -0.07], [-0.03, -0.04, -0.15], [-0.03, 0.02, 0.03], [0.00, 0.04, -0.01], [0.00, 0.00, -0.01], [0.00, 0.00, 0.01], [0.01, 0.01, 0.00], [0.00, 0.00, 0.01], [0.00, -0.01, 0.01], [0.00, 0.01, 0.01], [-0.01, 0.00, 0.00], [0.00, 0.00, 0.00], [0.02, -0.01, 0.00], [0.04, -0.01, -0.01], [0.02, -0.01, -0.01], [0.00, 0.00, 0.00], [-0.05, 0.02, -0.06], [0.01, -0.01, 0.00], [0.00, 0.01, 0.01], [-0.01, 0.01, -0.01], [0.00, 0.01, 0.00], [0.01, 0.00, 0.00], [-0.02, 0.02, -0.01], [0.00, 0.00, 0.00], [0.01, 0.00, 0.00], [0.00, 0.01, 0.00], [0.03, 0.05, 0.03], [-0.02, 0.00, -0.02], [0.01, 0.01, -0.01], [-0.01, -0.01, 0.00], [0.00, 0.01, 0.00], [0.00, 0.00, 0.00], [0.00, -0.01, 0.02], [0.00, 0.00, 0.01], [0.00, 0.00, 0.00], [0.00, 0.00, 0.00], [0.00, 0.00, 0.00], [0.01, 0.00, 0.00], [0.00, 0.00, 0.00], [0.00, 0.01, 0.00], [0.00, -0.01, 0.00], [0.01, 0.00, 0.00], [-0.01, 0.00, 0.01], [0.01, -0.01, -0.04], [-0.02, 0.01, 0.02], [0.01, 0.01, -0.03], [0.02, 0.00, -0.01], [-0.01, 0.00, 0.00], [0.00, 0.01, -0.01], [0.01, 0.00, 0.01], [-0.03, -0.04, 0.01], [-0.03, -0.03, -0.06], [-0.01, 0.04, -0.01], [-0.08, 0.00, -0.05], [0.01, -0.01, 0.00], [0.01, 0.01, 0.01], [0.00, 0.00, 0.00], [0.00, 0.00, 0.00], [0.00, 0.00, 0.00], [0.00, 0.00, 0.00], [0.00, 0.00, 0.00], [0.00, 0.00, 0.00], [0.03, 0.00, 0.01], [0.00, 0.00, 0.00], [0.00, 0.00, 0.00], [0.00, 0.00, 0.00], [0.00, 0.00, 0.00], [0.00, 0.00, 0.00], [0.00, -0.01, 0.00], [0.00, 0.00, -0.01]], "total_charge": 2, "gap_ev": [5.98, 6.16], "lumo_ev": [-6.56, -6.38], "spin_multiplicity": 3}

***

Energy relative to the best compared isomer or geometry (same formula, charge and spin) / eV: 1.789, 4.101, 0.297, 0.000, 7.549, 0.000